A molecular structure, C31H57BClFIN3O10PS. Source: the OMol25 dataset; level of theory: wB97M-V/def2-TZVPD.

Geometry as ORCA input:
```
! wB97M-V def2-TZVPD RIJCOSX def2/J DEFGRID3
* xyz 1 1
C -3.3854 1.4101 5.7717
C -3.2736 1.4293 4.2226
C -2.0428 2.2499 3.7921
C -0.7670 2.0089 4.6478
N -1.7388 2.3888 2.3558
C -2.1935 3.5718 1.7773
Cl -3.9984 3.8808 2.0507
I -1.2622 5.3483 2.7166
C -2.0217 3.7448 0.2522
N -1.1556 2.7649 -0.5025
S -2.2453 2.1699 -1.8393
C -0.0327 3.5183 -1.1762
C -0.5120 4.3931 -2.3318
O -1.1310 5.3946 -2.2326
F -0.0629 3.9534 -3.5159
C -0.5492 1.5706 0.3253
O -0.5394 0.5021 -0.5562
C 0.6558 0.0301 -1.1912
C 0.3317 -0.8006 -2.4457
C 0.3529 0.0446 -3.7310
C -0.9346 -1.6651 -2.3347
C -0.6569 -3.1784 -2.2563
C 0.3301 -3.5798 -1.1447
C -1.9599 -3.9477 -2.0465
B 0.8624 1.9917 1.0056
O 1.9382 1.1760 1.1579
O 0.9472 3.2671 1.4719
C 2.2570 3.8427 1.6170
C -1.5380 1.2046 1.4911
C -2.8845 0.6635 0.9562
P -0.7946 -0.2633 2.4124
N -0.6980 -1.6078 1.6226
H -2.7621 0.6460 6.2250
H -4.4321 1.2409 6.0196
H -3.1491 2.4016 6.1613
H -4.1947 1.8858 3.8703
H -3.2798 0.3912 3.8932
H -2.3392 3.2528 4.1074
H 0.1272 2.1962 4.0547
H -0.7150 0.9628 4.9590
H -0.7819 2.6175 5.5444
H -1.6457 4.7414 0.0543
H -3.0104 3.7356 -0.2008
H -1.3222 1.6262 -2.6577
H 0.4509 4.1873 -0.4698
H 0.6820 2.8080 -1.5897
H 1.3529 0.8196 -1.4883
H 1.2005 -0.6218 -0.5059
H 1.1695 -1.4958 -2.5415
H 0.6230 -0.5687 -4.5894
H 1.0675 0.8690 -3.6676
H -0.6337 0.4632 -3.9600
H -1.5421 -1.5183 -3.2332
H -1.5772 -1.4004 -1.4903
H -0.2110 -3.4956 -3.2014
H 1.0596 -2.8111 -0.8908
H -0.1713 -3.9373 -0.2453
H 0.9082 -4.4227 -1.5184
H -1.7246 -5.0158 -2.0694
H -2.6848 -3.7759 -2.8437
H -2.3875 -3.7490 -1.0622
H 1.7596 0.2281 1.1758
H 2.7377 3.5033 2.5313
H 2.1419 4.9242 1.6870
H 2.8857 3.6305 0.7526
H -2.7452 -0.0773 0.1705
H -3.4596 0.1789 1.7418
H -3.4877 1.4623 0.5273
H -1.5549 -0.4321 3.5783
H 0.4356 0.1808 2.9496
H -1.0088 -1.5434 0.6612
O -0.2284 11.7923 0.9820
C -0.6016 10.7070 0.6621
O -1.5835 10.0404 1.3271
C -1.7472 8.7242 0.7854
C -1.1868 8.7968 -0.6303
C -0.0853 9.8436 -0.4761
H -1.1954 8.0198 1.4149
H -2.8031 8.4614 0.8119
H -0.8427 7.8339 -1.0052
H -1.9537 9.1663 -1.3119
H 0.8635 9.4023 -0.1663
H 0.0649 10.4425 -1.3693
O 1.9596 -4.8933 -3.4749
C 3.1317 -5.1341 -3.5721
O 4.0050 -4.2557 -4.1109
C 5.3177 -4.8499 -4.1900
C 5.3130 -5.9602 -3.1479
C 3.8513 -6.3999 -3.1657
H 5.4604 -5.2287 -5.2037
H 6.0598 -4.0799 -3.9944
H 6.0207 -6.7565 -3.3659
H 5.5601 -5.5509 -2.1676
H 3.6606 -7.1646 -3.9205
H 3.5091 -6.7449 -2.1942
O 3.8735 -8.1213 -0.2450
C 2.8233 -8.6017 0.0731
O 2.5560 -9.9176 -0.0620
C 1.1899 -10.1912 0.2986
C 0.7775 -9.0350 1.2006
C 1.6088 -7.8855 0.6340
H 0.5967 -10.2364 -0.6169
H 1.1474 -11.1578 0.7936
H -0.2954 -8.8549 1.1998
H 1.0847 -9.2395 2.2270
H 1.1016 -7.3748 -0.1872
H 1.9077 -7.1609 1.3860
*
```

LUMO energy: -3.705 eV

***

4 unconnected molecules or ions with the total composition C31H57BN2O12P. Source: the OMol25 dataset; level of theory: wB97M-V/def2-TZVPD.

Geometry as ORCA input:
```
! wB97M-V def2-TZVPD RIJCOSX def2/J DEFGRID3
* xyz 1 1
C 1.2617 -1.2442 1.0147
C 1.5424 -2.8067 1.2742
C 3.0667 -3.2718 1.0643
C 3.4340 -3.7593 -0.4304
C 2.5013 -3.0507 -1.5124
C 2.9636 -1.6730 -2.0202
P 4.4889 -0.6252 -1.6534
C 4.3638 0.8288 -2.9012
C 4.4620 0.1203 0.0848
C 5.6765 1.2093 0.1660
N 1.8330 -1.3673 -2.9321
C 0.8555 -2.4367 -2.9711
C -0.4999 -2.4360 -3.8411
C -1.5789 -1.4046 -3.1744
C -2.4308 -2.0851 -1.9813
C -3.9294 -1.4920 -1.8268
C -4.1996 -0.6880 -0.4580
C -4.5175 0.8929 -0.6994
C -3.1359 1.5560 -1.1937
C -3.2405 3.1002 -1.6227
C -1.9406 3.9585 -1.2108
C -0.5960 3.2596 -1.8106
C 0.5954 4.2963 -1.5391
O 1.9245 3.7822 -1.7934
C 2.1783 2.6471 -0.9283
N 1.2504 -3.5342 -2.0994
B 0.5412 -4.8415 -1.8656
O -0.3821 -5.1135 -0.8123
O 0.8060 -5.9360 -2.7861
H 1.0768 -1.0920 -0.1132
H 2.0449 -0.5367 1.4451
H 0.2493 -0.9970 1.5184
H 0.7684 -3.4068 0.6862
H 1.3004 -2.9932 2.3921
H 3.2180 -4.1968 1.7458
H 3.7635 -2.4654 1.4803
H 3.4376 -4.9066 -0.5068
H 4.5106 -3.4026 -0.6538
H 5.0188 1.7072 -2.5922
H 3.2690 1.0897 -3.0884
H 4.7761 0.4126 -3.8922
H 4.7383 -0.6939 0.8370
H 3.4794 0.6107 0.3922
H 6.6264 0.6169 -0.1148
H 5.5113 2.1111 -0.5103
H 5.8544 1.5696 1.2462
H 1.7005 -0.5123 -3.4920
H -0.3114 -2.0514 -4.9083
H -1.0098 -3.4570 -3.8775
H -2.3368 -1.0464 -3.9638
H -1.0103 -0.5143 -2.7027
H -2.5535 -3.2279 -2.1131
H -1.9026 -1.9043 -0.9721
H -4.1497 -0.8111 -2.7191
H -4.6872 -2.3659 -1.8438
H -3.3694 -0.7820 0.3248
H -5.1666 -1.1134 0.0040
H -4.8163 1.4233 0.2768
H -5.3674 1.0654 -1.4442
H -2.3561 1.3776 -0.3599
H -2.7669 0.9724 -2.1053
H -3.2901 3.1372 -2.7794
H -4.1884 3.5447 -1.1535
H -2.0079 5.0672 -1.4768
H -1.8299 3.8694 -0.0614
H -0.5027 2.2620 -1.2628
H -0.6711 3.0350 -2.9283
H 0.5502 4.7759 -0.4906
H 0.4387 5.1751 -2.2772
H 3.3009 2.5789 -0.7146
H 1.7811 1.7079 -1.4811
H 1.5720 2.6832 0.0595
H -0.3749 -6.0858 -0.6147
H 1.6683 -5.7893 -3.2357
C 5.3561 5.2396 3.0279
C 5.7057 4.9254 4.4507
O 4.9000 3.7900 4.7353
C 4.6170 3.1917 3.5474
O 4.0978 2.1162 3.4375
O 5.0000 3.9694 2.4979
H 6.1944 5.6692 2.4773
H 4.4961 5.9104 2.9457
H 6.7579 4.6520 4.5730
H 5.4723 5.7475 5.1288
C -5.9656 -5.0592 2.3517
C -5.2237 -4.0520 1.5260
O -5.9803 -2.8643 1.7125
C -6.6510 -2.9982 2.8914
O -7.2496 -2.1137 3.4309
O -6.5505 -4.2663 3.3749
H -5.3061 -5.8172 2.7772
H -6.7622 -5.5560 1.7904
H -4.2047 -3.8828 1.8875
H -5.1842 -4.3257 0.4703
C -3.5053 2.5067 3.3166
C -2.9224 1.1983 2.8793
O -1.7745 1.5854 2.1450
C -1.4137 2.8218 2.5890
O -0.3895 3.3718 2.2964
O -2.3646 3.3500 3.4059
H -4.0138 2.4361 4.2790
H -4.1970 2.9250 2.5793
H -2.6107 0.5769 3.7240
H -3.6080 0.6259 2.2520
*
```

Energy above the lowest of the compared OMol25 structures with the same formula, charge and spin: 635.9 kJ/mol
LUMO energy: -2.815 eV

***

The records above give, respectively, HOMO-LUMO gap values of 8.071 8.134 eV.
The records above give, respectively, largest force on an atom values of 1.18 6.34 eV/A.
The records above give, respectively, HOMO level values of -11.776 -10.949 eV.